(1)
Here is a single C9H12 molecule at a distorted geometry from the Open Molecules 2025 dataset. Energies are from the ωB97M-V functional and the def2-TZVPD basis.

```
21
Properties=species:S:1:pos:R:3:forces:R:3:lowdin_charge:R:1
C 1.096504 -0.085988 0.713747 -0.229 -1.620 -1.151 -0.336
C 0.226889 1.068835 0.580087 -0.803 0.604 -0.502 -0.228
C 1.729959 1.219339 0.426010 0.055 0.196 -0.087 -0.053
C 1.292163 -0.953575 1.915510 0.038 0.284 0.179 -0.055
C -0.278202 -1.332788 -1.203165 -0.043 -0.577 -0.885 -0.038
C -1.324629 -0.413768 -0.976836 0.648 2.264 0.786 -0.292
C -2.628102 -0.524132 -0.753161 -0.231 0.020 -0.071 0.034
C -0.613358 1.144228 -0.712842 -0.149 -3.038 1.434 -0.236
C -0.724862 2.037186 -1.590096 0.001 0.984 -0.845 0.172
H -0.300811 1.457139 1.444728 0.142 0.081 0.046 0.144
H 2.305924 1.697010 1.212768 -0.083 -0.035 0.021 0.104
H 2.063580 1.461190 -0.578956 0.004 -0.097 0.083 0.105
H 1.393348 -0.335777 2.812753 0.009 -0.052 0.075 0.081
H 0.438590 -1.618208 2.059962 -0.002 0.010 -0.007 0.079
H 2.193669 -1.562376 1.825559 -0.026 0.033 -0.009 0.077
H -0.379829 -2.348932 -0.837357 -0.074 -0.022 -0.019 0.088
H 0.741979 -0.856560 -0.288226 0.645 1.003 0.962 0.107
H 0.267571 -1.228458 -2.136737 0.184 0.007 0.091 0.089
H -3.188235 0.271406 -0.281393 -0.035 0.158 -0.259 0.059
H -3.189507 -1.387929 -1.084024 0.087 -0.239 0.252 0.058
H -1.122642 2.292160 -2.548330 -0.138 0.036 -0.095 0.040
```
Positions in Å, forces in eV/Å.

## Properties
gap between HOMO and LUMO (alpha / beta): 7.080 / 7.618 eV
energy above the lowest of the compared OMol25 structures with the same formula, charge and spin: 153.4 kcal/mol
LUMO (alpha / beta): -0.02 / -0.35 eV

(2)
Here is a molecular structure, C9H12AgB11Br6F5STe from the Open Molecules 2025 dataset. Energies are from the ωB97M-V functional and the def2-TZVPD basis.

```
46
Properties=species:S:1:pos:R:3:forces:R:3:lowdin_charge:R:1
Ag 1.076872 2.836089 0.546530 -0.278 -0.405 -0.240 0.446
Br -0.250837 0.962183 2.262897 0.201 -0.300 0.147 0.851
B 0.984801 -0.572553 2.097666 -0.168 0.119 -0.179 -0.846
B 1.017755 -1.855034 3.318833 0.010 0.048 -0.063 -0.237
C 2.602654 -2.457877 3.240512 -0.121 0.190 -0.360 0.064
B 2.416163 -0.771313 3.108701 -0.030 -0.036 0.047 -0.238
B 3.649227 -1.640947 2.167942 0.080 -0.009 0.072 -0.230
B 3.028500 -3.273864 1.807431 -0.076 0.044 0.081 -0.218
B 1.387814 -3.402230 2.521219 0.071 0.000 -0.060 -0.221
B 0.349449 -2.211029 1.720270 -0.175 0.096 -0.264 -0.844
Br -1.582412 -2.367548 1.350140 0.264 -0.136 0.092 0.848
B 1.599591 -3.132568 0.786791 -0.191 0.358 -0.170 -0.876
Br 1.053865 -4.380534 -0.602333 0.098 -0.019 0.133 0.888
B 3.018479 -2.005954 0.556723 -0.251 0.060 -0.132 -0.885
Br 4.055102 -2.006871 -1.087468 -0.020 -0.037 0.105 0.890
B 2.615316 -0.436914 1.383609 -0.107 0.127 -0.227 -0.808
Br 3.278117 1.309201 0.679065 0.125 -0.446 0.160 0.872
B 1.361725 -1.375212 0.536788 -0.216 -0.112 0.337 -0.761
Br 0.653600 -0.858134 -1.351191 0.708 -0.030 0.327 0.856
H 0.412390 -1.847961 4.325251 -0.054 0.036 0.034 0.172
H 3.037937 -2.828232 4.155914 -0.005 0.017 0.014 0.195
H 2.734410 -0.059990 3.987630 0.013 0.092 0.002 0.171
H 4.781927 -1.508006 2.448421 0.075 0.060 -0.060 0.171
H 3.754493 -4.195527 1.854620 0.044 -0.038 -0.077 0.171
H 1.039467 -4.408636 3.017008 -0.041 -0.046 -0.016 0.171
C -2.072343 -2.575240 -2.260438 -0.153 -0.091 0.044 -0.370
Te -1.887438 -0.521845 -1.644644 -0.177 -0.128 -0.225 1.390
C -1.619472 -0.051032 -3.695875 -0.058 0.116 -0.117 -0.349
H -2.610916 -2.555496 -3.209828 0.035 0.095 0.018 0.026
H -2.661475 -3.123089 -1.530067 0.063 0.072 0.140 0.009
H -1.113267 -3.070055 -2.393174 0.083 0.121 0.051 -0.006
H -0.945447 -0.783784 -4.135615 -0.001 -0.045 0.084 0.035
H -1.252991 0.960025 -3.834638 0.013 0.022 0.221 0.010
H -2.608376 -0.152751 -4.146671 -0.026 -0.050 0.062 0.042
F -4.254725 6.708287 -1.835308 -0.053 0.068 0.023 0.156
C -3.467600 5.658955 -1.667245 -0.020 -0.033 -0.009 -0.132
C -3.917239 4.391064 -1.996350 0.074 -0.013 0.030 -0.141
F -5.147969 4.210702 -2.456776 -0.018 0.028 -0.037 0.147
C -3.069006 3.314180 -1.839042 0.415 0.080 0.186 -0.223
F -3.534724 2.092988 -2.168561 0.025 -0.239 -0.093 0.027
C -1.766225 3.435416 -1.352597 -0.533 0.180 -0.134 -0.509
S -0.655181 2.085078 -1.277374 0.383 0.187 0.101 0.485
C -1.374925 4.720005 -0.982097 -0.261 -0.392 -0.154 -0.234
F -0.156968 4.896640 -0.441935 0.180 0.305 0.013 0.031
C -2.193166 5.820434 -1.149554 0.028 -0.007 0.040 -0.140
F -1.766964 7.028971 -0.815186 0.046 0.092 0.054 0.150
```
Positions in Å, forces in eV/Å.

## Properties
gap between HOMO and LUMO: 5.331 eV
energy above the lowest of the compared OMol25 structures with the same formula, charge and spin: 0.0 kcal/mol
charge: +1
LUMO: -5.89 eV